ORCA calculation (the ωB97M-V functional and the def2-TZVPD basis) on C11H18F9N3O6PbS3Se2 as an isolated structure.

Geometry (Å):
Pb 0.72996 0.50417 -2.40963
C 0.71462 -1.39980 4.63390
Se 0.85546 -1.02406 2.74886
C 2.81016 -1.19319 2.54895
C 3.47656 -0.28429 1.51525
Se 3.16431 -0.64541 -0.41767
C 4.43011 0.70951 -1.03968
H 1.28066 -2.29053 4.88731
H -0.33577 -1.51556 4.89572
H 1.10701 -0.52258 5.15112
H 3.01930 -2.24866 2.38611
H 3.19709 -0.91863 3.53319
H 4.54963 -0.41158 1.65881
H 3.22028 0.76430 1.66753
H 4.09511 1.69789 -0.73663
H 4.47547 0.64365 -2.12416
H 5.40879 0.48508 -0.62521
F -2.34996 -4.59304 0.60255
C -2.54138 -3.42722 1.14548
F -2.72341 -3.48309 2.44679
F -3.54044 -2.79221 0.58132
S -1.05824 -2.26724 0.85144
O -0.43386 -2.45764 -0.41677
O -1.53021 -0.97544 1.23063
N 0.17022 -2.57498 2.00794
S 0.70130 -4.15186 2.43424
O -0.47044 -4.92267 2.57796
O 1.64979 -3.91742 3.46230
C 1.62064 -4.74256 0.91015
F 0.75632 -4.97724 -0.05109
F 2.31204 -5.81116 1.19789
F 2.43665 -3.74819 0.56137
C -3.48908 3.38159 -0.54382
N -2.14806 2.81810 -0.46639
C -1.11205 3.23852 -1.16398
S 0.45542 2.49970 -0.79024
N -1.21884 4.23872 -2.00920
C -0.16012 4.86253 -2.79161
H -4.10318 2.91286 0.21845
H -3.95047 3.19702 -1.51337
H -3.45907 4.45713 -0.36060
H -2.01183 1.99121 0.08721
H -2.14029 4.62584 -2.16597
H 0.76730 4.32088 -2.65001
H -0.03015 5.89540 -2.47056
H -0.43369 4.84753 -3.84503
F -3.53355 2.64509 -3.80713
C -3.14341 1.40404 -4.20271
F -4.09268 0.55343 -3.82896
F -3.04241 1.40742 -5.51984
C -1.78883 1.11459 -3.51687
O -0.79456 1.71730 -3.96364
O -1.76821 0.36274 -2.51172

highest occupied orbital energy	-14.6140	eV
E_LUMO	-6.8	eV
relative energy (zero: lowest compared OMol25 entry of this formula, charge and spin)	10.4	kcal/mol
net charge	+2

=====

ORCA calculation (the ωB97M-V functional and the def2-TZVPD basis) on C5H5NO in the gas phase.

Geometry (Å):
C 0.58538 -0.26743 -0.61731
C 0.26054 -0.96664 0.58673
C -0.93973 0.70421 -2.46261
C -0.59518 -0.56383 1.55447
C 0.12235 0.88840 -1.08388
N -1.06400 -0.05866 2.55888
O -0.82868 -0.19289 -3.20997
H 1.26622 -0.93362 -1.26451
H 0.92871 -1.82227 0.71350
H -0.41474 1.47156 -0.28695
H 0.72328 1.64863 -1.67544
H -1.92149 -0.45808 3.03432

highest occupied orbital energy (alpha / beta)	-7.4776 / -7.2459	eV
E_LUMO (alpha / beta)	-0.3 / -0.3	eV
relative energy (zero: lowest compared OMol25 entry of this formula, charge and spin)	103.6	kcal/mol